[1]
{
  "formula": "C12H17N",
  "method": "wB97M-V/def2-TZVPD",
  "e_lumo_ev": 0.9,
  "homo_energy_ev": -7.86,
  "orbital_gap_ev": 8.78,
  "spin_multiplicity": 1,
  "smiles": "CCc1c[nH]c2ccccc12.CC",
  "species": ["C", "C", "C", "C", "N", "C", "C", "C", "C", "C", "C", "H", "H", "H", "H", "H", "H", "H", "H", "H", "H", "H", "C", "C", "H", "H", "H", "H", "H", "H"],
  "xyz": [[-3.055, 0.249, 0.128], [-1.861, 0.623, 1.023], [-0.778, 1.301, 0.259], [-0.567, 2.644, 0.227], [0.389, 2.956, -0.718], [0.788, 1.796, -1.340], [1.736, 1.625, -2.347], [1.946, 0.340, -2.772], [1.330, -0.752, -2.125], [0.407, -0.571, -1.132], [0.097, 0.739, -0.735], [-2.716, -0.207, -0.800], [-3.653, 1.128, -0.075], [-3.686, -0.503, 0.614], [-2.242, 1.236, 1.841], [-1.531, -0.260, 1.579], [-0.967, 3.433, 0.848], [0.740, 3.882, -0.898], [2.306, 2.454, -2.750], [2.656, 0.094, -3.556], [1.646, -1.748, -2.399], [-0.158, -1.384, -0.679], [0.208, -2.615, 2.158], [1.627, -2.126, 1.785], [-0.355, -1.853, 2.687], [-0.325, -2.918, 1.261], [0.243, -3.503, 2.781], [1.508, -1.450, 0.937], [2.227, -3.002, 1.552], [2.037, -1.609, 2.646]]
}


[2]
{
  "formula": "C12H17N",
  "method": "wB97M-V/def2-TZVPD",
  "e_lumo_ev": 0.9,
  "homo_energy_ev": -7.86,
  "orbital_gap_ev": 8.81,
  "spin_multiplicity": 1,
  "smiles": "Cc1c[nH]c2ccccc12.CCC",
  "species": ["C", "C", "C", "N", "C", "C", "C", "C", "C", "C", "H", "H", "H", "H", "H", "H", "H", "H", "H", "C", "C", "C", "H", "H", "H", "H", "H", "H", "H", "H"],
  "xyz": [[-2.355, 0.929, -1.113], [-2.333, -0.296, -0.275], [-3.251, -1.280, -0.289], [-2.829, -2.341, 0.568], [-1.532, -2.074, 0.972], [-0.685, -2.878, 1.724], [0.387, -2.101, 2.260], [0.310, -0.710, 2.390], [-0.348, -0.053, 1.370], [-1.301, -0.711, 0.632], [-1.481, 1.486, -0.806], [-3.277, 1.443, -0.798], [-2.191, 0.693, -2.165], [-4.227, -1.483, -0.716], [-3.110, -3.292, 0.365], [-0.694, -3.931, 1.889], [1.082, -2.577, 2.928], [0.949, -0.227, 3.116], [-0.229, 1.040, 1.293], [1.838, 2.749, -0.904], [2.260, 1.276, -0.769], [3.275, 0.865, -1.839], [1.040, 2.927, -0.138], [1.356, 2.876, -1.865], [2.694, 3.438, -0.977], [2.696, 1.173, 0.221], [1.293, 0.748, -0.641], [2.966, 1.076, -2.871], [4.172, 1.452, -1.684], [3.526, -0.216, -1.880]]
}


[3]
{
  "formula": "C12H17N",
  "method": "wB97M-V/def2-TZVPD",
  "e_lumo_ev": 0.9,
  "homo_energy_ev": -7.68,
  "orbital_gap_ev": 8.55,
  "spin_multiplicity": 1,
  "smiles": "CCc1c[nH]c2ccccc12.CC",
  "species": ["C", "C", "C", "C", "N", "C", "C", "C", "C", "C", "C", "H", "H", "H", "H", "H", "H", "H", "H", "H", "H", "H", "C", "C", "H", "H", "H", "H", "H", "H"],
  "xyz": [[-1.873, 1.795, -1.976], [-0.411, 1.853, -2.204], [0.404, 0.958, -1.430], [0.304, -0.420, -1.394], [0.758, -0.812, -0.080], [1.230, 0.312, 0.709], [1.542, 0.379, 2.046], [1.940, 1.593, 2.594], [1.997, 2.647, 1.634], [1.640, 2.554, 0.216], [1.111, 1.294, -0.218], [-2.264, 2.907, -1.706], [-2.326, 1.353, -1.044], [-2.635, 1.130, -2.782], [-0.347, 1.762, -3.426], [-0.029, 2.826, -1.725], [-0.107, -1.006, -2.136], [0.742, -1.705, 0.252], [1.433, -0.435, 2.752], [2.226, 1.751, 3.647], [2.362, 3.692, 1.810], [1.794, 3.247, -0.559], [-0.681, -3.806, 1.014], [-1.677, -3.143, 0.158], [-0.466, -4.908, 0.624], [0.224, -3.284, 1.224], [-1.075, -3.856, 2.071], [-1.862, -2.066, 0.590], [-1.333, -3.025, -0.907], [-2.621, -3.587, 0.245]]
}


[4]
{
  "formula": "C12H17N",
  "method": "wB97M-V/def2-TZVPD",
  "s_squared": 0.770,
  "e_lumo_ev": [-3.6, -6.9],
  "homo_energy_ev": [-12.95, -13.56],
  "orbital_gap_ev": [9.32, 6.70],
  "spin_multiplicity": 2,
  "total_charge": 1,
  "species": ["C", "C", "C", "H", "H", "H", "H", "H", "H", "H", "H", "C", "C", "C", "C", "C", "C", "C", "C", "C", "N", "H", "H", "H", "H", "H", "H", "H", "H", "H"],
  "xyz": [[-0.559, 2.291, 2.434], [-1.440, 1.255, 1.756], [0.044, 3.311, 1.472], [-1.139, 2.846, 3.161], [0.226, 1.779, 3.005], [-2.488, 1.477, 1.651], [0.519, 2.857, 0.592], [-0.671, 4.020, 1.087], [-1.418, 0.276, 2.234], [-1.090, 1.017, 0.740], [0.822, 3.888, 1.970], [-0.863, -1.921, -3.392], [0.975, -0.515, -0.541], [0.313, -1.589, -1.134], [0.005, -1.180, -2.459], [0.564, 0.100, -2.627], [1.078, -1.656, 1.525], [1.373, -0.503, 0.765], [0.399, -2.719, 0.989], [0.027, -2.707, -0.360], [1.117, 0.492, -1.512], [1.354, -1.669, 2.577], [1.951, 0.312, 1.205], [0.225, -3.597, 1.591], [-0.458, -3.570, -0.814], [1.793, 1.242, -1.412], [0.580, 0.759, -3.480], [-1.386, -1.240, -4.054], [-1.576, -2.539, -2.877], [-0.278, -2.515, -4.093]]
}


[5]
{
  "formula": "C12H17N",
  "method": "wB97M-V/def2-TZVPD",
  "s_squared": 0.771,
  "e_lumo_ev": [-3.6, -6.9],
  "homo_energy_ev": [-13.02, -13.48],
  "orbital_gap_ev": [9.39, 6.56],
  "spin_multiplicity": 2,
  "total_charge": 1,
  "species": ["C", "C", "C", "C", "C", "C", "C", "C", "C", "C", "N", "H", "H", "H", "H", "H", "H", "H", "H", "H", "H", "H", "C", "C", "H", "H", "H", "H", "H", "H"],
  "xyz": [[2.535, 0.402, 0.981], [4.014, 0.649, 0.614], [1.659, 0.282, -0.214], [1.732, -0.492, -1.375], [0.476, 1.096, -0.368], [-0.177, 0.593, -1.502], [-0.271, 1.913, 0.484], [-1.483, 0.905, -1.864], [-1.599, 2.135, 0.216], [-2.224, 1.668, -0.964], [0.677, -0.325, -2.170], [2.375, -0.475, 1.615], [2.176, 1.242, 1.573], [4.726, -0.111, 0.936], [2.608, -1.013, -1.739], [0.528, -0.695, -3.097], [0.189, 2.419, 1.325], [-1.846, 0.455, -2.778], [-2.122, 2.788, 0.902], [-3.190, 2.135, -1.102], [4.378, 1.636, 0.871], [4.109, 0.546, -0.474], [-3.258, -3.327, 2.680], [-1.933, -3.459, 1.890], [-3.973, -4.108, 2.433], [-3.042, -3.102, 3.718], [-3.820, -2.468, 2.285], [-1.183, -3.829, 2.579], [-1.648, -2.462, 1.535], [-2.139, -3.982, 0.958]]
}


[6]
{
  "formula": "C12H17N",
  "method": "wB97M-V/def2-TZVPD",
  "s_squared": 0.777,
  "e_lumo_ev": [-3.8, -7.3],
  "homo_energy_ev": [-13.29, -13.33],
  "orbital_gap_ev": [9.51, 6.03],
  "spin_multiplicity": 2,
  "total_charge": 1,
  "species": ["C", "C", "C", "C", "C", "C", "C", "C", "C", "N", "H", "H", "H", "H", "H", "H", "H", "H", "H", "C", "C", "C", "H", "H", "H", "H", "H", "H", "H", "H"],
  "xyz": [[-0.300, 0.128, 2.780], [-0.909, -1.235, -0.669], [-0.446, -1.449, 0.727], [-0.936, -0.256, 1.445], [-1.782, 0.377, 0.700], [-0.198, -3.495, -1.203], [-0.892, -2.225, -1.603], [0.408, -3.542, 0.018], [0.257, -2.553, 1.113], [-1.873, -0.230, -0.588], [-0.212, -4.542, -1.691], [-1.461, -2.142, -2.583], [1.065, -4.229, 0.493], [0.567, -2.584, 2.190], [-2.029, 0.358, -1.409], [-2.134, 1.298, 0.907], [0.110, 1.138, 2.821], [0.644, -0.402, 2.988], [-1.075, 0.095, 3.517], [0.751, 2.930, -0.785], [1.210, 1.914, 0.265], [0.814, 2.281, -2.139], [-0.208, 3.410, -0.529], [1.488, 3.800, -0.875], [2.202, 1.508, 0.177], [0.228, 2.669, -2.957], [1.899, 2.445, -2.522], [0.525, 1.141, 0.233], [1.522, 2.351, 1.205], [0.765, 1.042, -2.021]]
}


The following energy above the lowest of the compared OMol25 structures with the same formula, charge and spin values (in kJ/mol) correspond, in order, to the records above: 29.50; 160.65; 402.09; 14.56; 95.71; 343.14.